Density functional theory data (wB97M-V/def2-TZVPD) for one molecule with the formula C18H21NS.

Structure (XYZ):
```
41
Properties=species:S:1:pos:R:3:mulliken_charge:R:1
C 1.474 0.991 -3.070 -1.010
C 0.358 0.310 -3.917 -0.577
C 0.278 -1.215 -3.656 -0.882
C -0.266 -1.481 -2.210 -0.079
C -1.664 -2.094 -2.228 -0.641
C -2.180 -2.528 -0.815 -1.330
C -1.999 -1.359 0.135 0.210
C -2.877 -0.288 0.174 -0.368
C -2.618 0.741 1.049 -0.895
C -1.530 0.702 1.885 0.608
C -0.647 -0.359 1.870 0.103
C -0.910 -1.386 0.974 -0.128
N 0.483 -0.500 2.720 -0.297
C 1.126 0.715 3.086 0.247
C 2.493 0.669 3.305 -0.385
C 3.209 1.773 3.698 -0.704
C 2.559 2.978 3.877 -0.443
C 1.204 3.051 3.652 -0.613
C 0.498 1.930 3.276 0.628
S -1.271 2.049 3.037 -0.345
H 2.397 1.136 -3.633 0.352
H 1.639 0.368 -2.181 0.252
H 1.068 1.933 -2.680 0.286
H 0.538 0.539 -4.975 0.396
H -0.624 0.719 -3.639 0.273
H -0.367 -1.709 -4.393 0.393
H 1.306 -1.597 -3.717 0.367
H 0.444 -2.176 -1.739 0.145
H -0.216 -0.523 -1.681 0.248
H -1.623 -3.009 -2.841 0.411
H -2.403 -1.431 -2.700 0.260
H -1.610 -3.410 -0.504 0.377
H -3.229 -2.832 -0.917 0.406
H -3.722 -0.288 -0.512 0.437
H -3.293 1.594 1.084 0.370
H -0.245 -2.250 0.927 0.282
H 1.168 -1.059 2.223 0.254
H 3.033 -0.272 3.187 0.317
H 4.276 1.683 3.887 0.363
H 3.063 3.888 4.195 0.366
H 0.680 3.997 3.767 0.345
```

Its SMILES is CCCCCCc1ccc2c(c1)Nc1ccccc1S2. The value obtained for the molecular weight is 283.44 u. The calculation puts the LUMO energy at 0.774 eV.



Density functional theory data (wB97M-V/def2-TZVPD) for C18H22Br15N2O3PS2 as an isolated structure.

Structure (XYZ):
```
63
Properties=species:S:1:pos:R:3:mulliken_charge:R:1
C -3.266 3.180 2.735 -0.471
C -2.406 2.343 2.180 -0.429
C -1.252 1.518 1.412 0.021
C -0.387 0.554 2.377 0.642
O 0.538 1.402 3.124 -0.309
C 1.869 0.862 3.159 0.269
O 2.328 0.535 4.313 -0.516
C 2.847 0.646 1.898 -0.561
C 2.686 1.729 0.709 -0.325
C 2.513 0.966 -0.739 -0.720
S 0.745 1.183 -1.324 -0.046
C 0.255 -0.286 -2.405 -0.350
S -0.428 -1.698 -1.827 -0.047
N 0.562 -0.096 -3.872 0.457
C -0.104 1.058 -4.482 -0.398
C 0.503 0.927 -5.955 -0.217
N 1.412 -0.252 -6.004 -0.576
C 1.466 -0.922 -4.681 -0.185
P -1.469 -0.597 3.441 0.129
C -1.282 -2.338 2.626 0.048
O -0.853 -0.783 5.037 -0.241
H -4.058 4.013 2.887 0.355
H -1.646 0.932 0.491 0.258
H -0.499 2.297 0.976 0.101
H 0.233 -0.142 1.667 -0.083
H 3.939 0.715 2.303 0.319
H 2.685 -0.424 1.500 0.318
H 3.689 2.317 0.604 0.379
H 1.858 2.508 0.898 0.344
H 2.813 -0.144 -0.644 0.345
H 3.178 1.496 -1.530 0.361
H -0.818 1.849 -4.044 0.203
H 0.270 1.670 -6.810 0.352
H 2.049 -1.828 -4.300 0.376
H -1.184 -3.182 3.409 -0.546
H -0.300 -2.297 1.995 0.168
H -2.133 -2.520 1.859 0.304
H -0.177 -1.509 5.026 0.130
C -4.153 0.217 -4.616 -0.310
Br -2.355 0.340 -5.347 0.197
Br -5.271 1.694 -5.197 -0.039
Br -4.973 -1.502 -4.996 -0.049
H -4.062 0.293 -3.531 0.308
C -3.035 4.971 -3.976 -0.393
Br -1.680 3.612 -4.280 0.234
Br -4.202 4.506 -2.496 -0.012
Br -2.252 6.732 -3.752 -0.034
H -3.656 5.009 -4.872 0.368
C 1.697 -1.922 7.977 -0.277
Br 0.712 -3.056 9.207 -0.031
Br 1.821 -2.713 6.208 -0.072
Br 0.971 -0.124 7.913 0.004
H 2.714 -1.842 8.362 0.342
C 5.436 -0.528 -5.373 -0.516
Br 3.490 -0.561 -5.216 0.284
Br 6.034 0.808 -6.649 -0.075
Br 6.299 -0.312 -3.644 -0.098
H 5.744 -1.500 -5.762 0.346
C -3.158 -5.968 4.509 -0.358
Br -2.806 -7.786 3.926 -0.013
Br -1.522 -5.029 4.967 -0.012
Br -4.214 -4.985 3.211 -0.025
H -3.753 -6.035 5.420 0.370
```

The value obtained for the molecular weight is 1608.05 u. The calculation puts the LUMO energy at -1.924 eV.



Density functional theory data (wB97M-V/def2-TZVPD) for one molecule with the formula C18H22Br2N2O4.

Structure (XYZ):
```
48
Properties=species:S:1:pos:R:3:mulliken_charge:R:1
C -3.935 1.767 1.064 -1.035
C -3.483 0.453 1.920 -0.022
Br -1.794 0.942 2.830 -0.104
C -3.390 -0.781 0.897 -0.928
Br -4.357 -2.408 1.599 -0.091
C -1.934 -1.109 0.350 0.701
C -1.596 -0.643 -1.114 -0.580
C -0.201 -0.950 -1.740 0.368
C 0.175 -0.441 -3.218 -1.167
C 1.088 0.893 -2.999 -0.495
C 0.492 1.893 -1.886 -0.599
C 1.187 1.788 -0.442 0.490
C 1.309 3.174 0.355 -0.233
N 2.635 3.136 1.094 -0.703
C 0.920 -1.729 -0.966 0.567
C 2.357 -2.079 -1.552 -1.002
C 3.525 -1.075 -1.055 0.107
O 4.346 -0.685 -1.919 -0.539
C 0.574 -2.176 0.471 -0.116
C -0.811 -1.859 1.096 0.497
C -0.870 -2.411 2.582 0.248
O -1.727 -2.353 3.477 -0.515
N 0.490 -3.033 2.737 -0.173
O 1.039 -2.119 3.642 -0.419
C 1.412 -2.978 1.564 0.398
O 2.550 -3.475 1.434 -0.540
H -3.749 2.685 1.736 0.363
H -3.252 1.841 0.155 0.198
H -5.043 1.731 0.800 0.337
H -4.331 0.236 2.653 0.465
H -4.013 -0.474 -0.027 0.452
H -2.363 -0.077 -1.731 0.263
H -0.736 -0.241 -3.874 0.373
H 0.851 -1.183 -3.779 0.295
H 2.162 0.634 -2.710 0.148
H 1.145 1.489 -3.978 0.371
H 0.694 2.964 -2.278 0.502
H -0.658 1.804 -1.843 0.021
H 0.509 1.100 0.197 -0.093
H 2.185 1.213 -0.532 -0.201
H 1.193 4.109 -0.292 0.278
H 0.504 3.170 1.185 0.165
H 2.540 3.623 1.996 0.263
H 2.821 2.145 1.333 0.226
H 2.363 -2.165 -2.694 0.272
H 2.650 -3.115 -1.134 0.516
H 3.541 -0.741 0.042 0.331
H 0.986 -2.488 4.553 0.343
```

Its SMILES is C[C@H](Br)[C@H](Br)c1cc(CCCCCN)c(CC=O)c2c1C(=O)N(O)C2=O. The value obtained for the molecular weight is 490.19 u. The calculation puts the LUMO energy at -1.242 eV.



Density functional theory data (wB97M-V/def2-TZVPD) for one molecule with the formula C18H22BrN5O.

Structure (XYZ):
```
47
Properties=species:S:1:pos:R:3:mulliken_charge:R:1
O 1.787 -2.247 -1.828 -0.437
C 2.406 -3.217 -1.101 -0.935
C 1.723 -3.175 0.297 0.440
C 1.853 -1.693 0.965 -0.544
C 0.907 -1.528 2.205 -1.031
N -0.420 -1.915 1.639 1.054
C -1.471 -1.271 2.289 -0.052
N -1.965 -1.998 3.370 -0.655
C -2.995 -1.349 4.062 -0.422
C -3.446 -0.039 3.652 -0.428
N -3.004 0.639 2.589 -0.633
C -2.055 0.001 1.965 0.069
C -1.387 0.596 0.674 0.354
C -2.256 1.648 -0.171 -0.630
N -2.060 0.753 -1.260 0.083
C -1.707 1.338 -2.465 0.202
C -2.680 1.827 -3.301 -0.244
C -2.425 2.543 -4.489 -0.501
C -1.076 2.812 -4.793 0.087
Br -0.527 3.257 -6.518 -0.149
C -0.098 2.315 -3.839 -0.391
N -0.456 1.646 -2.691 -0.371
C -1.270 -0.255 -0.574 -0.676
C -0.495 -3.331 1.405 -1.247
C 0.320 -3.625 0.188 -0.507
H 1.826 -2.517 -2.756 0.310
H 3.448 -3.052 -0.966 0.371
H 2.340 -4.263 -1.570 0.401
H 2.288 -3.943 0.892 0.137
H 2.938 -1.552 1.353 0.329
H 1.575 -0.958 0.208 0.225
H 1.179 -2.162 3.053 0.435
H 1.001 -0.494 2.442 0.399
H -3.489 -2.005 4.829 0.383
H -4.224 0.393 4.216 0.465
H -0.443 1.131 0.866 0.329
H -1.791 2.598 -0.191 0.389
H -3.289 1.782 0.124 0.309
H -3.722 1.571 -3.055 0.360
H -3.127 2.897 -5.200 0.469
H 0.918 2.505 -4.037 0.443
H -1.713 -1.243 -0.651 0.029
H -0.269 -0.352 -0.850 0.338
H -1.511 -3.659 1.284 0.479
H -0.014 -3.904 2.127 0.407
H -0.179 -3.118 -0.646 0.188
H 0.215 -4.753 -0.087 0.368
```

Its SMILES is OCC1CCN(c2nccnc2C2CN(c3ccc(Br)cn3)C2)CC1. The value obtained for the molecular weight is 404.31 u. The calculation puts the LUMO energy at 0.533 eV.



Density functional theory data (wB97M-V/def2-TZVPD) for a 3-piece molecular cluster, C18H22Cl2N5O4 overall.

Structure (XYZ):
```
51
Properties=species:S:1:pos:R:3:mulliken_charge:R:1
C 3.760 0.162 2.592 -0.831
C 2.993 -0.631 1.433 0.201
Cl 3.708 -2.218 0.886 -0.165
C 1.791 -0.207 0.807 -0.336
Cl 0.976 -1.244 -0.485 -0.080
N 1.141 1.070 1.172 0.701
C 1.896 2.360 1.030 0.128
C 2.532 2.658 -0.363 -0.338
C 3.327 4.016 -0.341 -0.414
C 3.327 4.770 1.002 -0.171
N 2.697 4.476 2.235 -0.508
C 1.968 3.262 2.272 -0.128
C -0.116 1.054 1.661 0.356
N -0.971 2.145 2.092 -0.360
C -2.239 1.631 2.584 -0.245
N -2.156 0.181 2.425 -0.254
N -0.954 -0.110 1.886 0.277
H 4.718 -0.416 2.830 0.352
H 3.109 0.375 3.504 0.250
H 4.110 1.193 2.199 0.247
H 2.466 1.975 -1.268 0.392
H 3.895 4.388 -1.270 0.334
H 3.947 5.744 0.998 0.325
H 1.456 2.923 3.231 0.305
H -3.133 2.204 3.001 0.368
H -2.925 -0.439 2.709 0.266
H -0.676 -1.092 1.715 0.243
O -4.897 3.375 -3.149 -0.553
C -4.501 2.656 -2.273 0.421
O -3.183 2.461 -1.982 -0.332
C -3.064 1.467 -0.962 -0.026
C -4.402 1.456 -0.258 -0.402
C -5.362 1.811 -1.373 -0.442
H -2.836 0.506 -1.435 0.183
H -2.248 1.730 -0.286 0.056
H -4.626 0.503 0.227 0.310
H -4.424 2.239 0.508 0.236
H -5.692 0.927 -1.923 0.266
H -6.217 2.376 -1.003 0.304
O -1.072 -3.666 -1.331 -0.566
C -0.249 -4.430 -1.774 0.563
O -0.552 -5.534 -2.506 -0.357
C 0.648 -6.271 -2.774 -0.433
C 1.770 -5.269 -2.631 -0.679
C 1.237 -4.336 -1.565 0.003
H 0.724 -7.087 -2.050 0.251
H 0.603 -6.693 -3.779 0.332
H 2.727 -5.727 -2.376 0.359
H 1.898 -4.719 -3.569 0.282
H 1.478 -4.687 -0.559 0.226
H 1.589 -3.317 -1.712 0.082
```

As for the charge: +1. The value obtained for the molecular weight is 443.31 u. The calculation puts the LUMO energy at -3.857 eV.



Density functional theory data (wB97M-V/def2-TZVPD) for one molecule with the formula C18H22ClN2O4P.

Structure (XYZ):
```
48
Properties=species:S:1:pos:R:3:mulliken_charge:R:1
C 1.490 1.305 3.781 -1.413
C 1.010 0.637 2.503 -0.248
O 2.089 0.574 1.579 -0.152
P 1.948 1.150 0.105 1.063
O 0.913 2.163 -0.137 -0.926
O 3.449 1.763 -0.039 -0.429
C 3.610 3.125 -0.395 -0.314
C 3.727 3.286 -1.903 -1.080
C 2.064 -0.188 -1.211 0.137
N 0.780 -0.279 -1.860 -0.295
C -0.274 -0.267 -0.986 0.323
O -0.075 -0.407 0.205 -0.607
N -1.499 -0.166 -1.581 -0.017
C -2.754 -0.125 -0.971 0.328
C -3.869 0.062 -1.786 -0.518
C -5.139 0.105 -1.246 -0.738
C -5.300 -0.038 0.123 0.375
Cl -6.888 0.014 0.806 -0.221
C -4.201 -0.224 0.946 -0.874
C -2.931 -0.270 0.402 -0.141
C 2.534 -1.484 -0.616 0.187
C 3.673 -1.463 0.179 -0.181
C 4.142 -2.628 0.756 -0.919
C 3.478 -3.825 0.544 -0.443
C 2.346 -3.850 -0.251 -0.765
C 1.875 -2.685 -0.831 -0.517
H 1.802 2.325 3.572 0.314
H 2.335 0.760 4.192 0.321
H 0.685 1.321 4.511 0.402
H 0.186 1.199 2.056 0.382
H 0.679 -0.387 2.693 0.351
H 2.756 3.703 -0.029 0.310
H 4.521 3.466 0.104 0.352
H 4.531 2.661 -2.288 0.283
H 3.935 4.324 -2.150 0.422
H 2.791 2.992 -2.372 0.229
H 2.801 0.169 -1.937 0.802
H 0.682 0.169 -2.757 0.311
H -1.512 -0.032 -2.583 0.172
H -3.742 0.176 -2.854 0.339
H -5.998 0.251 -1.881 0.401
H -4.336 -0.334 2.010 0.404
H -2.072 -0.411 1.035 0.538
H 4.175 -0.522 0.348 0.458
H 5.025 -2.602 1.378 0.415
H 3.841 -4.736 0.998 0.393
H 1.823 -4.780 -0.420 0.399
H 0.989 -2.711 -1.449 0.384
```

Its SMILES is CCOP(=O)(OCC)[C@H](NC(=O)Nc1ccc(Cl)cc1)c1ccccc1. The value obtained for the molecular weight is 396.81 u. The calculation puts the LUMO energy at 0.366 eV.



Density functional theory data (wB97M-V/def2-TZVPD) for a 3-piece molecular cluster, C18H22F3IN2O7PS overall.

Structure (XYZ):
```
55
Properties=species:S:1:pos:R:3:mulliken_charge:R:1
O -1.873 -6.826 -0.339 -0.517
C -1.976 -5.825 -1.330 -0.724
C -1.338 -4.489 -0.883 -0.214
C -2.269 -3.288 -0.994 -0.868
S -2.490 -2.324 0.512 0.042
C -0.847 -2.117 1.216 0.152
C -0.843 -1.776 2.714 -0.082
O 0.166 -2.501 3.351 -0.556
C -0.528 -0.289 2.939 0.586
F -1.076 0.468 1.953 -0.242
F 0.798 -0.050 2.974 -0.220
F -1.073 0.110 4.121 -0.287
P -3.744 -3.734 1.660 0.240
O -2.760 -4.246 2.844 -0.407
I -5.136 -2.077 2.755 0.057
H -2.513 -6.662 0.349 0.297
H -1.417 -6.211 -2.167 0.377
H -3.014 -5.685 -1.618 0.258
H -0.491 -4.305 -1.524 0.216
H -0.958 -4.658 0.116 0.402
H -3.273 -3.623 -1.233 0.707
H -1.972 -2.595 -1.767 0.474
H -0.421 -1.295 0.658 -0.180
H -0.212 -2.971 1.040 0.614
H -1.795 -1.939 3.200 0.273
H -0.187 -3.323 3.693 0.348
H -2.932 -3.763 3.660 0.327
C 3.600 1.814 -1.239 -0.744
C 3.582 1.359 -2.548 -0.374
C 2.812 0.263 -2.890 -0.533
C 2.069 -0.357 -1.903 0.355
C 2.085 0.074 -0.588 0.114
C 2.857 1.171 -0.260 -0.601
N 1.241 -1.506 -2.273 0.927
O 1.273 -1.894 -3.411 -0.601
O 0.542 -2.027 -1.409 -0.602
H 4.198 2.678 -0.981 0.421
H 4.162 1.864 -3.307 0.427
H 2.787 -0.096 -3.907 0.480
H 1.510 -0.434 0.169 0.198
H 2.881 1.527 0.760 0.441
C 0.084 7.206 0.891 -0.422
C 0.837 7.511 -0.234 -0.454
C 1.227 6.505 -1.102 -0.397
C 0.850 5.206 -0.824 0.070
C 0.104 4.880 0.292 -0.364
C -0.279 5.892 1.155 -0.534
N 1.252 4.138 -1.750 1.073
O 1.931 4.442 -2.705 -0.607
O 0.895 3.005 -1.504 -0.568
H -0.222 7.995 1.564 0.385
H 1.119 8.534 -0.438 0.381
H 1.813 6.732 -1.980 0.456
H -0.175 3.856 0.487 0.630
H -0.863 5.657 2.033 0.373
```

As for the charge: +1. The value obtained for the molecular weight is 625.32 u. The calculation puts the LUMO energy at -4.137 eV.



Density functional theory data (wB97M-V/def2-TZVPD) for one molecule with the formula C18H22FN3OS.

Structure (XYZ):
```
46
Properties=species:S:1:pos:R:3:mulliken_charge:R:1
C -4.446 -1.972 1.482 -1.270
C -4.974 -1.915 0.053 -0.139
C -5.042 -3.287 -0.618 -0.852
C -3.664 -3.822 -1.026 -0.415
C -3.136 -3.000 -2.187 0.487
O -3.768 -2.908 -3.223 -0.697
N -1.940 -2.369 -2.044 0.168
C -1.121 -2.375 -0.845 -0.455
C 0.206 -1.662 -1.106 -1.096
N -0.029 -0.321 -1.588 0.172
C 0.477 0.736 -0.932 0.511
N 1.329 0.675 0.031 -0.387
C 1.685 1.918 0.485 -0.138
C 2.647 2.020 1.574 0.691
C 2.943 3.237 2.189 -0.509
C 3.860 3.301 3.218 -0.586
C 4.484 2.138 3.634 0.353
F 5.382 2.199 4.642 -0.326
C 4.211 0.916 3.047 -0.592
C 3.292 0.864 2.019 -0.325
C 1.079 2.952 -0.165 -0.598
S 0.010 2.380 -1.397 -0.186
C -1.079 -0.147 -2.569 -0.728
C -1.486 -1.507 -3.119 -1.294
H -4.420 -0.976 1.917 0.325
H -3.440 -2.385 1.522 0.289
H -5.091 -2.596 2.097 0.389
H -5.979 -1.487 0.073 0.351
H -4.350 -1.250 -0.549 0.125
H -5.649 -3.215 -1.522 0.364
H -5.521 -3.998 0.059 0.417
H -2.993 -3.837 -0.173 0.306
H -3.782 -4.844 -1.393 0.291
H -1.641 -1.859 -0.027 0.232
H -0.905 -3.402 -0.535 0.582
H 0.797 -2.223 -1.838 0.279
H 0.780 -1.586 -0.182 0.467
H 2.449 4.140 1.866 0.256
H 4.096 4.237 3.701 0.438
H 4.715 0.029 3.397 0.430
H 3.058 -0.073 1.539 0.445
H 1.191 4.006 -0.021 0.391
H -0.718 0.494 -3.382 0.585
H -1.948 0.348 -2.113 0.520
H -2.318 -1.404 -3.818 0.447
H -0.645 -1.967 -3.649 0.280
```

Its SMILES is CCCCC(=O)N1CCN(c2nc(-c3ccc(F)cc3)cs2)CC1. The value obtained for the molecular weight is 347.46 u. The calculation puts the LUMO energy at 0.509 eV.



Number 1: E_HOMO -7.5 eV, largest force on an atom 1.71 eV/A. Number 2: E_HOMO -8.2 eV, largest force on an atom 7.83 eV/A. Number 3: E_HOMO -9.3 eV, largest force on an atom 4.77 eV/A. Number 4: E_HOMO -8.3 eV, largest force on an atom 5.04 eV/A. Number 5: E_HOMO -12.1 eV, largest force on an atom 6.44 eV/A. Number 6: E_HOMO -8.4 eV, largest force on an atom 1.37 eV/A. Number 7: E_HOMO -11.9 eV, largest force on an atom 1.06 eV/A. Number 8: E_HOMO -7.8 eV, largest force on an atom 1.09 eV/A.